C11H15NO5 | ωB97M-V/def2-TZVPD

Its total energy is -859.11113 a.u. For the HOMO-LUMO gap, the calculation gives 9.06 eV. Its HOMO energy is -8.278 eV. The LUMO energy comes out at 0.0287 Eh. The maximum force comes out at 0.757 eV/A.

Each atom is followed by the atoms it is bonded to, with distances in Å.
Geometry (Å):
1 C -0.50448 -1.06897 -2.53001  O2 1.411, H18 1.091, H19 1.090, H20 1.093
2 O -1.63851 -0.98778 -1.69484  C1 1.411, C3 1.364
3 C -1.73869 -0.06198 -0.69846  O2 1.364, C4 1.396, C8 1.406
4 C -2.86078 -0.24067 0.11233  C3 1.396, C5 1.380, H21 1.080
5 C -3.13446 0.59887 1.17260  C4 1.380, C6 1.382, H22 1.079
6 C -2.27931 1.65166 1.43893  C5 1.382, C7 1.382, H23 1.079
7 C -1.16528 1.84645 0.64535  C6 1.382, C8 1.390, H24 1.079
8 C -0.86500 1.00388 -0.41893  C3 1.406, C7 1.390, O9 1.378
9 O 0.21184 1.21039 -1.25400  C8 1.378, C10 1.406
10 C 1.41710 1.73660 -0.75618  O9 1.406, C11 1.540, H25 1.094, H26 1.093
11 C 2.35613 0.66061 -0.18098  C10 1.540, O12 1.409, C13 1.541, H27 1.100
12 O 3.64110 1.23869 -0.16171  C11 1.409, H28 0.964
13 C 1.97401 0.19582 1.23738  C11 1.541, O14 1.417, H29 1.098, H30 1.092
14 O 0.75682 -0.52751 1.28432  C13 1.417, C15 1.356
15 C 0.80069 -1.80219 0.82441  O14 1.356, N16 1.349, O17 1.205
16 N -0.40066 -2.39748 0.97584  C15 1.349, H31 1.005, H32 1.007
17 O 1.78947 -2.32728 0.37818  C15 1.205
18 H -0.33918 -0.14463 -3.08477  C1 1.091
19 H -0.72680 -1.87919 -3.22483  C1 1.090
20 H 0.39612 -1.32050 -1.96399  C1 1.093
21 H -3.51325 -1.06658 -0.12743  C4 1.080
22 H -4.00875 0.43086 1.78221  C5 1.079
23 H -2.47658 2.32660 2.25718  C6 1.079
24 H -0.51841 2.68301 0.85797  C7 1.079
25 H 1.92276 2.17160 -1.62300  C10 1.094
26 H 1.27002 2.52543 -0.01465  C10 1.093
27 H 2.33434 -0.21215 -0.85031  C11 1.100
28 H 4.28652 0.55979 0.06584  O12 0.964
29 H 2.78440 -0.43528 1.62456  C13 1.098
30 H 1.83268 1.05557 1.89546  C13 1.092
31 H -0.54459 -3.29056 0.53848  N16 1.005
32 H -1.20092 -1.83134 1.20533  N16 1.007

Mulliken atomic charge list, values in e, 2 entries:
1 C -0.624
2 O -0.475